Formula: C21H25N3O4
Source: the Open Molecules 2025 dataset
Level of theory: the ωB97M-V functional and the def2-TZVPD basis

Structure (XYZ):
```
53
Properties=species:S:1:pos:R:3:forces:R:3:nbo_charge:R:1
O 3.227 1.180 -0.086 -0.1 0.2 -0.2 -0.5033
O -0.201 -1.632 2.034 0.1 -0.1 0.2 -0.6402
O -3.059 0.947 0.234 -0.2 0.1 -0.2 -0.6351
O 2.300 0.066 -4.788 0.0 0.1 0.0 -0.5474
N -1.428 -1.476 0.126 -0.3 -0.1 -0.2 -0.6135
N -1.298 1.449 1.582 0.2 0.1 0.3 -0.6365
N -2.816 -0.655 3.201 0.1 0.1 -0.1 -0.4302
C 0.281 2.714 -1.504 0.1 0.0 0.1 -0.1799
C -1.280 -1.611 1.473 -0.3 0.0 -0.2 0.6833
C -0.726 -0.596 -1.989 0.0 -0.1 0.1 -0.2342
C 3.631 0.453 1.052 0.1 -0.1 0.2 -0.2548
C 0.897 -1.698 -0.594 -0.1 -0.2 0.2 -0.2027
C 0.968 1.338 0.800 0.1 0.0 0.1 -0.3569
C -0.343 1.756 0.592 0.2 0.2 -0.4 0.2374
C 2.605 -0.302 -3.675 0.3 0.0 0.0 0.5803
C 1.931 1.589 -0.166 -0.1 0.2 -0.1 0.3273
C -2.602 -1.740 2.249 -0.1 -0.2 0.3 -0.1321
C 0.258 -0.329 -2.913 0.2 -0.2 0.0 -0.1386
C 1.582 -0.709 -2.683 -0.5 -0.1 0.1 -0.1852
C -3.318 0.563 2.591 -0.3 -0.1 -0.1 -0.3044
C -0.694 2.446 -0.557 -0.1 0.0 0.1 -0.2713
C -2.611 -3.097 2.957 0.0 0.2 -0.2 -0.6112
C 1.580 2.294 -1.319 0.2 -0.1 0.1 -0.2629
C -0.408 -1.260 -0.805 0.4 0.0 -0.3 0.1605
C -1.807 -0.494 4.227 0.1 0.0 0.1 -0.4222
C 1.881 -1.416 -1.520 -0.1 0.1 -0.3 -0.1857
C -2.562 1.020 1.341 -0.3 0.0 0.4 0.6673
C 4.039 -0.325 -3.206 0.1 0.1 -0.3 -0.7266
H -0.930 1.310 2.513 -0.2 0.0 -0.1 0.4059
H -2.081 0.352 4.857 -0.1 0.0 0.1 0.1981
H 4.127 0.206 -2.260 0.0 0.0 0.1 0.2414
H -2.721 -3.892 2.224 0.0 -0.1 0.0 0.2182
H -1.802 -1.387 4.850 0.1 0.0 0.1 0.2102
H 2.885 -1.762 -1.333 0.1 0.0 0.0 0.2146
H 3.556 1.060 1.960 0.0 0.0 0.0 0.1786
H 0.029 0.201 -3.825 0.0 0.1 -0.1 0.2376
H -0.788 -0.349 3.847 0.0 0.0 0.1 0.1858
H -3.445 -1.700 1.551 0.1 0.0 0.0 0.2059
H -1.714 2.758 -0.708 -0.1 0.0 0.0 0.2352
H 4.671 0.143 -3.956 0.0 0.0 0.0 0.2360
H -2.353 -1.253 -0.221 0.1 0.0 0.2 0.4221
H 4.365 -1.353 -3.063 0.1 -0.1 0.1 0.2284
H -1.678 -3.251 3.492 0.1 0.0 0.1 0.2234
H 1.136 -2.244 0.304 0.0 0.0 0.0 0.2356
H 0.019 3.255 -2.400 0.0 0.1 -0.1 0.2192
H -1.741 -0.268 -2.157 -0.1 0.1 0.0 0.2238
H 2.341 2.488 -2.058 0.1 0.0 -0.1 0.2253
H 1.202 0.787 1.697 0.0 -0.1 0.1 0.2302
H 3.042 -0.460 1.174 0.0 0.0 0.0 0.1847
H -3.441 -3.140 3.656 -0.1 0.0 0.0 0.2226
H 4.675 0.194 0.882 -0.1 0.0 0.1 0.2001
H -4.354 0.382 2.282 0.2 0.2 -0.1 0.2196
H -3.317 1.358 3.338 0.0 0.0 0.0 0.2166
```
Forces are in eV/Å.

Its energy relative to the best compared isomer or geometry (same formula, charge and spin) is 1.8223 eV. The calculation puts the HOMO-LUMO gap at 8.6 eV. The strongest force on any atom is 0.52 eV Å⁻¹. As for the calculated total energy: -34843.9838 eV. The calculation puts the HOMO energy at -8.3 eV.

***

Formula: C25H52N5OPV
Source: the Open Molecules 2025 dataset
Level of theory: the ωB97M-V functional and the def2-TZVPD basis

Structure (XYZ):
```
85
Properties=species:S:1:pos:R:3:forces:R:3:lowdin_charge:R:1
V 0.055 0.817 -0.792 -3.9 -1.1 0.1 0.6786
P 0.872 -2.195 -0.362 1.1 0.2 0.5 1.2188
O 1.634 1.526 -1.208 3.9 -0.3 -0.5 -0.5143
N 0.462 1.480 1.073 -0.7 1.0 2.2 0.0546
N -1.114 -0.368 -2.180 1.5 -1.0 -2.6 0.0412
N 0.585 2.304 3.229 0.3 0.0 0.2 -0.1152
N -1.551 1.938 2.278 -0.3 -0.1 -0.3 -0.1831
N -1.292 2.278 -1.607 -1.9 -0.3 -0.4 -0.2248
C -1.049 -1.711 -2.427 -1.4 -0.2 -1.2 -0.2838
C -1.408 1.881 -3.048 -0.2 0.7 0.3 -0.1011
C 2.579 -2.838 -0.530 1.0 -0.7 -0.1 -0.6792
C 0.037 -2.792 1.269 -0.8 -0.4 -0.1 -0.6163
C -2.426 -0.120 -4.251 0.2 -0.3 0.5 0.0222
C -1.930 -2.309 -3.356 0.7 -0.1 -0.6 -0.0152
C -2.596 -1.519 -4.316 0.0 0.2 0.4 0.0009
C 2.672 -4.325 -0.106 0.0 -0.3 0.1 -0.0713
C -0.152 1.902 2.179 1.2 -0.2 -0.4 -0.3847
C 2.039 2.312 3.161 0.4 0.1 -0.1 -0.0284
C 2.915 1.251 -1.757 -0.6 0.1 0.5 -0.1448
C 3.579 -2.011 0.290 0.1 0.2 0.2 -0.0655
C -1.270 -1.997 1.440 -0.1 0.4 -0.2 -0.1019
C -2.245 0.963 3.131 0.3 0.2 -0.2 -0.0625
C -3.053 0.934 -0.397 -0.3 -0.7 0.1 -0.0801
C -1.679 0.407 -3.173 -0.3 -0.8 0.2 -0.2111
C 0.915 -2.562 2.524 0.4 0.1 -0.2 -0.0576
C 0.002 2.772 4.482 -0.5 0.1 0.2 -0.0073
C 3.011 -2.782 -2.011 0.1 0.0 -0.2 -0.0862
C -2.705 2.251 -1.052 -0.1 0.5 0.2 -0.1901
C -2.220 3.245 2.246 0.3 -0.1 0.1 -0.0495
C 0.575 3.847 -2.021 1.1 0.2 -0.5 -0.0767
C 0.111 -2.633 -2.027 -1.0 0.7 0.7 -0.1795
C -0.344 -4.286 1.169 0.2 -0.2 -0.1 -0.0712
C -0.806 3.656 -1.478 0.3 0.6 -0.2 -0.2352
H 2.384 -3.425 -2.649 0.5 0.2 0.3 0.0760
H -0.709 2.033 4.873 0.3 0.3 0.0 0.0874
H 1.923 -4.950 -0.625 0.3 0.2 0.2 0.0932
H 1.219 -1.511 2.643 0.0 -0.2 -0.1 0.0827
H 1.465 1.650 1.140 -0.2 -0.1 -0.1 0.0460
H 3.691 1.622 -1.041 -0.3 -0.6 -0.6 0.0974
H 0.814 2.911 5.205 -0.4 0.0 -0.2 0.0981
H -1.864 -3.415 -3.476 -0.3 1.0 0.1 0.1345
H 0.533 -4.948 1.145 -0.4 0.3 0.0 0.0688
H 2.587 -4.474 0.982 0.0 0.1 -0.5 0.0769
H 3.668 -4.712 -0.398 -0.5 0.3 0.1 0.1107
H -1.968 -2.159 0.605 0.1 0.0 0.2 0.0936
H 0.586 4.014 -3.101 -0.1 0.5 0.1 0.0857
H -3.179 -1.995 -5.135 0.5 0.5 0.8 0.1389
H -1.483 4.336 -1.995 -0.3 0.1 0.1 0.1346
H 3.002 -1.751 -2.388 0.0 -0.3 -0.1 0.0756
H 2.946 0.154 -1.895 0.7 0.5 -0.2 0.0384
H -3.441 2.505 -1.847 0.5 -0.2 0.3 0.1400
H -2.337 3.654 3.260 -0.1 0.1 -0.2 0.0851
H -0.516 3.729 4.335 0.2 -0.2 0.2 0.0952
H -1.650 3.955 1.630 -0.2 -0.2 0.2 0.0946
H -1.786 -2.307 2.366 0.3 0.0 -0.4 0.1100
H -1.570 0.145 3.403 -0.2 0.2 0.0 0.0871
H -2.216 0.569 0.229 -0.4 0.2 -0.1 0.0355
H 1.094 4.647 -1.489 -0.2 0.3 -0.4 0.0978
H 2.414 3.005 2.394 -0.1 -0.1 0.1 0.1103
H 4.598 -2.371 0.070 -0.4 0.1 0.1 0.1111
H 1.808 -3.203 2.548 -0.3 0.3 -0.1 0.0775
H -0.482 2.208 -3.531 0.0 -0.6 -0.1 0.1361
H 0.769 -2.757 -2.941 -0.3 1.0 1.5 0.1234
H 3.538 -0.951 0.012 0.0 -0.2 0.1 0.0702
H -3.217 3.114 1.812 0.1 0.1 0.1 0.0894
H 0.326 -2.826 3.421 0.0 0.1 -0.5 0.1103
H -2.621 1.442 4.044 0.0 -0.2 -0.1 0.0909
H -0.220 -3.676 -1.943 -0.4 0.2 0.4 0.1016
H 2.437 2.644 4.122 -0.1 -0.1 -0.2 0.0957
H -2.219 2.441 -3.550 0.3 -0.1 0.3 0.1431
H -3.099 0.555 2.578 0.1 0.0 0.2 0.0847
H 3.080 1.771 -2.724 -0.2 -0.3 0.4 0.0930
H -3.280 0.173 -1.155 -0.1 0.1 0.4 0.0757
H 2.454 1.314 2.961 -0.2 0.1 0.0 0.0966
H -1.075 -0.919 1.529 0.0 -0.3 -0.1 0.0372
H -2.865 0.550 -5.021 0.5 -0.5 0.7 0.1415
H 1.053 -0.748 -0.079 0.1 -1.6 -0.3 0.0351
H -2.812 3.057 -0.311 0.3 -0.3 -0.3 0.0972
H -0.925 -4.564 2.068 0.2 0.2 -0.4 0.1107
H 1.213 2.968 -1.856 -0.6 0.7 0.0 0.0230
H -3.931 1.037 0.264 0.3 0.0 -0.3 0.0989
H -0.972 -4.486 0.284 0.2 0.0 0.3 0.0906
H 4.039 -3.172 -2.096 -0.3 0.3 0.2 0.1122
H -0.832 3.910 -0.421 0.0 -0.1 0.1 0.1017
H 3.424 -2.108 1.372 0.0 0.1 -0.3 0.0783
```
Forces are in eV/Å.

Its spin multiplicity is 4. The expectation value of S² is 3.761. The calculation puts the HOMO-LUMO gap (spin up / spin down) at 6.2 / 8.5 eV. The strongest force on any atom is 4.05 eV Å⁻¹. As for the calculated total energy: -71227.9610 eV. The total charge is +2. The calculation puts the HOMO energy (spin up / spin down) at -11.7 / -14.1 eV.

***

Formula: C26H54IrO2P4
Source: the Open Molecules 2025 dataset
Level of theory: the ωB97M-V functional and the def2-TZVPD basis

Structure (XYZ):
```
87
Properties=species:S:1:pos:R:3:forces:R:3:lowdin_charge:R:1
Ir 1.949 -2.521 -1.860 -1.7 5.6 3.5 1.3236
P -2.644 -0.584 -2.314 0.3 0.8 0.7 0.8480
P -1.228 2.456 0.908 0.7 2.7 2.1 1.2721
P 3.365 2.140 -0.122 0.6 -0.6 -0.2 0.7765
P -0.383 -5.032 1.782 -1.5 -3.6 3.3 1.0493
O -0.810 -0.897 0.013 -0.7 0.7 -0.3 0.0282
O 1.475 -1.849 1.090 0.5 -0.1 -2.9 0.0865
C -0.328 1.846 2.425 0.1 -1.3 -0.6 -0.5243
C 3.481 -3.928 -2.140 1.8 -0.6 -0.1 -0.1472
C -1.447 -4.505 3.183 0.2 2.0 -0.7 -0.2185
C 4.146 2.452 -1.747 -0.3 0.4 -0.2 -0.3032
C 1.138 -4.272 -2.638 -1.1 -1.9 -0.2 -0.1977
C -2.822 3.238 1.484 -0.6 -1.2 -0.7 -0.5152
C 0.376 2.920 3.253 0.1 0.7 -0.1 -0.0713
C 2.432 -2.660 -3.909 0.4 0.1 -2.3 -0.1686
C -1.411 -6.391 1.096 0.1 0.8 -1.9 -0.2276
C 4.148 0.492 0.081 -0.4 -0.3 0.4 -0.3315
C -1.231 0.942 3.277 -0.1 0.0 -0.1 -0.1012
C 3.560 -2.930 -3.141 1.9 -0.6 -0.4 -0.1464
C 4.450 3.116 0.981 -0.5 0.2 0.4 -0.2961
C -3.757 0.663 -1.662 -0.2 0.0 0.1 -0.1685
C -2.721 4.191 2.672 0.4 0.4 0.4 -0.0679
C 2.285 -4.605 -1.913 0.2 -2.3 1.1 -0.1684
C -3.606 3.858 0.318 0.0 0.2 0.0 -0.0903
C -3.528 -2.015 -2.962 0.0 -0.6 0.5 -0.1530
C -1.649 0.109 -3.638 0.6 -0.1 -0.2 -0.1468
C -0.140 3.764 0.129 0.5 -0.7 -0.7 -0.5281
C -0.270 5.186 0.669 -0.3 0.3 0.3 -0.0757
C 0.843 -6.047 2.716 1.6 1.2 -0.8 -0.2117
C 1.229 -3.318 -3.649 -1.2 -0.4 -2.2 -0.1963
C -0.343 3.732 -1.395 0.0 0.1 -0.2 -0.1177
C -1.504 -0.946 -0.933 -0.5 -1.1 -1.3 -0.1983
C 1.636 -1.978 -0.052 -0.1 -0.3 4.2 -0.3095
H 1.423 -5.384 3.373 -0.2 -0.3 0.0 0.0677
H 1.549 -6.493 2.007 -0.1 -0.1 0.2 0.0569
H -0.162 2.729 -1.802 0.0 0.1 0.0 0.0484
H -2.116 1.475 3.650 0.2 -0.2 0.0 0.0790
H 0.367 4.420 -1.874 -0.2 -0.2 0.1 0.0993
H 2.228 -5.294 -1.062 0.0 0.2 -0.5 0.1437
H -0.717 0.560 -3.277 -0.3 0.0 0.0 0.0664
H 0.187 -4.708 -2.366 0.0 -0.1 -0.2 0.1341
H 4.472 -2.343 -3.226 -0.2 -0.1 -0.2 0.1591
H -4.569 4.216 0.706 0.2 -0.1 -0.2 0.1072
H 0.889 3.406 0.337 -0.5 -0.1 -0.1 0.0352
H 0.451 1.204 1.967 -0.1 0.2 0.2 0.0934
H -0.847 -6.907 0.309 -0.1 -0.1 0.2 0.0585
H -3.169 1.541 -1.351 -0.1 -0.4 -0.2 0.0297
H -2.289 -5.948 0.614 -0.1 -0.2 0.1 0.0556
H 5.232 0.605 0.198 -0.2 -0.2 0.0 0.0611
H -2.373 3.697 3.587 -0.1 0.2 -0.3 0.0754
H -1.357 4.047 -1.679 0.2 0.0 0.1 0.0771
H 0.841 2.442 4.124 -0.1 0.0 -0.2 0.1076
H -2.843 -2.875 -3.121 -0.4 0.6 0.1 0.0760
H 3.649 3.334 -2.158 0.4 -0.1 -0.4 0.0312
H -3.383 2.346 1.821 0.0 0.3 0.0 0.1082
H 3.960 1.584 -2.399 0.1 0.4 0.1 0.0290
H 4.333 2.749 2.020 0.1 0.3 -0.5 0.0504
H -2.082 5.057 2.459 -0.3 -0.3 0.2 0.0773
H -0.847 -3.891 3.858 -0.1 -0.1 0.1 0.0625
H -4.342 -2.313 -2.278 0.3 0.1 -0.3 0.0868
H -4.313 0.268 -0.798 0.1 0.1 -0.3 0.0931
H -0.663 0.570 4.139 -0.2 0.1 -0.2 0.0981
H -4.463 0.954 -2.448 0.0 0.0 0.1 0.0963
H -1.258 5.619 0.463 0.3 -0.1 0.1 0.0820
H -1.727 -7.108 1.864 0.3 0.4 0.2 0.0931
H -3.730 4.577 2.878 0.2 -0.2 -0.1 0.1143
H 1.176 3.420 2.695 -0.2 -0.1 0.1 0.0781
H 3.706 0.013 0.960 0.4 -0.1 0.0 0.0152
H 5.508 3.089 0.685 -0.3 0.0 0.1 0.0587
H 3.918 -0.127 -0.798 0.1 0.1 0.1 -0.0079
H 0.470 5.817 0.155 -0.2 -0.3 0.0 0.1131
H -1.392 -0.661 -4.379 -0.2 0.2 0.2 0.0739
H -0.057 5.258 1.742 -0.1 0.0 -0.3 0.0764
H -2.247 0.885 -4.137 0.1 -0.2 0.1 0.0968
H -3.822 3.124 -0.468 0.0 0.3 0.1 0.0435
H -1.877 -5.346 3.726 0.2 -0.4 -0.3 0.0896
H -1.561 0.076 2.692 -0.1 0.1 0.1 0.0606
H 4.065 4.145 0.928 0.4 -0.1 0.2 0.0404
H 0.334 -3.045 -4.201 0.2 0.0 0.0 0.1361
H 0.366 -6.841 3.302 -0.4 0.3 -0.2 0.0943
H 5.228 2.633 -1.656 -0.4 -0.1 -0.1 0.0619
H -0.319 3.679 3.630 0.3 -0.2 -0.1 0.0751
H 2.474 -1.906 -4.682 0.0 0.2 0.1 0.1507
H -3.972 -1.740 -3.936 0.2 0.1 0.3 0.1002
H -3.084 4.716 -0.128 -0.2 -0.3 0.1 0.0797
H 4.315 -4.079 -1.469 0.1 -0.1 -0.1 0.1528
H -2.254 -3.873 2.805 -0.1 -0.1 0.2 0.0537
```
Forces are in eV/Å.

Its spin multiplicity is 6. The expectation value of S² is 8.764. Its energy relative to the best compared isomer or geometry (same formula, charge and spin) is 0.1064 eV. The calculation puts the HOMO-LUMO gap (spin up / spin down) at 5.5 / 2.9 eV. The strongest force on any atom is 6.84 eV Å⁻¹. As for the calculated total energy: -71881.8455 eV. The total charge is +4. The calculation puts the HOMO energy (spin up / spin down) at -17.1 / -17.1 eV.

***

Formula: C4H7N
Source: the Open Molecules 2025 dataset
Level of theory: the ωB97M-V functional and the def2-TZVPD basis

Structure (XYZ):
```
12
Properties=species:S:1:pos:R:3:forces:R:3:nbo_charge:R:1
N -0.319 0.873 -1.552 -0.4 -2.1 2.7 -0.3247
C -0.834 0.095 -2.416 0.7 -1.3 0.0 0.0596
C -0.302 0.324 0.846 -0.2 0.0 6.9 0.0868
C 0.014 0.033 -0.381 2.7 2.0 -7.9 0.1434
C 0.759 -0.094 1.926 -1.8 0.6 -0.1 -0.6808
H 1.730 0.330 1.723 0.4 -0.1 -0.5 0.2706
H 0.509 0.201 2.943 -0.4 0.3 -0.2 0.2668
H -1.272 0.748 1.189 0.8 0.0 -0.6 0.2717
H 0.879 -0.618 -0.702 -1.0 0.2 1.0 0.2452
H -1.085 0.230 -3.439 -0.3 1.3 -0.6 0.2257
H 0.798 -1.184 1.990 0.2 -0.2 -0.5 0.2832
H -0.877 -0.939 -2.128 -0.6 -0.7 -0.3 0.1523
```
Forces are in eV/Å.

Its spin multiplicity is 2. The expectation value of S² is 0.754. Its energy relative to the best compared isomer or geometry (same formula, charge and spin) is 3.1532 eV. The calculation puts the HOMO-LUMO gap (spin up / spin down) at 10.9 / 7.2 eV. The strongest force on any atom is 8.55 eV Å⁻¹. As for the calculated total energy: -5739.9602 eV. The total charge is +1. The calculation puts the HOMO energy (spin up / spin down) at -16.3 / -16.0 eV.

***

Formula: C4H5NO
Source: the Open Molecules 2025 dataset
Level of theory: the ωB97M-V functional and the def2-TZVPD basis

Structure (XYZ):
```
11
Properties=species:S:1:pos:R:3:forces:R:3:nbo_charge:R:1
O 0.641 0.035 1.475 1.7 0.9 1.0 -0.6900
N 2.348 -1.424 -1.069 -0.8 1.0 0.5 -0.3201
C -1.104 -0.286 0.202 -0.4 -0.6 -1.0 -0.2594
C 1.585 -0.698 -0.576 0.0 -0.8 -0.1 0.2322
C -0.571 0.661 -0.740 -0.3 0.3 -0.3 -0.4319
C 0.601 0.150 0.060 -1.5 -1.6 0.9 0.0708
H -0.863 1.702 -0.686 -0.1 0.1 0.0 0.2283
H 0.674 0.875 1.921 0.5 0.8 0.2 0.4737
H -0.533 0.254 -1.746 0.4 0.4 -0.1 0.2568
H -1.112 -1.350 0.081 -0.5 -0.2 -0.8 0.2271
H -1.666 0.081 1.078 1.1 -0.3 -0.3 0.2125
```
Forces are in eV/Å.

Its energy relative to the best compared isomer or geometry (same formula, charge and spin) is 4.0347 eV. The calculation puts the HOMO-LUMO gap at 8.9 eV. The strongest force on any atom is 2.42 eV Å⁻¹. As for the calculated total energy: -7762.4918 eV. The calculation puts the HOMO energy at -8.4 eV.

***

Formula: C4H5NO4
Source: the Open Molecules 2025 dataset
Level of theory: the ωB97M-V functional and the def2-TZVPD basis

Structure (XYZ):
```
14
Properties=species:S:1:pos:R:3:forces:R:3:nbo_charge:R:1
O 0.383 -2.050 0.846 -3.2 -2.1 -0.5 -0.7186
O -0.298 -1.272 -1.807 -0.2 -0.7 0.8 -0.6797
O -0.666 0.989 -1.811 -0.8 1.6 0.1 -0.4507
O -1.296 3.164 -0.834 4.4 -5.9 -0.9 -0.5863
N 0.194 1.532 0.121 -0.8 2.8 6.0 -0.4886
C 0.885 -0.767 1.024 2.5 -0.9 -1.0 -0.0916
C -0.564 2.067 -0.844 -4.8 3.7 -0.4 0.8208
C -0.239 -0.077 -1.146 1.6 -4.0 -0.2 0.6137
C 0.397 0.175 0.026 -2.5 1.1 -1.4 -0.1119
H 1.984 -0.864 0.962 -0.2 -0.1 -0.4 0.1943
H 0.787 -0.680 2.040 -0.8 2.2 2.6 0.2020
H -0.598 -2.091 1.155 2.6 0.3 -0.7 0.4753
H -0.176 -2.127 -1.223 -0.1 3.0 -0.9 0.5330
H -0.792 2.002 1.491 2.4 -0.9 -3.0 0.2884
```
Forces are in eV/Å.

Its energy relative to the best compared isomer or geometry (same formula, charge and spin) is 5.8826 eV. The calculation puts the HOMO-LUMO gap at 6.7 eV. The strongest force on any atom is 7.40 eV Å⁻¹. As for the calculated total energy: -13903.5296 eV. The calculation puts the HOMO energy at -8.4 eV.

***

- Among the records above, which one has the lowest calculated total energy?
  C26H54IrO2P4